{"formula": "C32H66F3N4O8S3", "method": "the ωB97M-V functional and the def2-TZVPD basis", "e_homo_ha": -0.3893, "charge": 1, "fmax_ev_per_a": 12.7, "energy_ha": -3573.06920, "lumo_ev": -2.7048, "species": ["C", "C", "C", "C", "C", "C", "C", "C", "C", "C", "C", "C", "C", "C", "C", "C", "C", "O", "C", "C", "F", "F", "F", "C", "N", "C", "C", "C", "C", "N", "C", "N", "N", "C", "O", "S", "H", "H", "H", "H", "H", "H", "H", "H", "H", "H", "H", "H", "H", "H", "H", "H", "H", "H", "H", "H", "H", "H", "H", "H", "H", "H", "H", "H", "H", "H", "H", "H", "H", "H", "H", "H", "H", "H", "H", "H", "H", "H", "H", "H", "H", "H", "H", "H", "H", "H", "O", "S", "O", "O", "C", "C", "C", "H", "H", "H", "H", "H", "H", "H", "H", "O", "S", "O", "O", "C", "C", "C", "H", "H", "H", "H", "H", "H", "H", "H"], "positions_angstrom": [[1.96393, -0.58314, 2.06196], [1.63201, -1.84016, 1.25731], [2.43473, -1.97846, -0.03530], [1.83459, -3.00603, -1.01356], [2.84595, -3.79452, -1.88646], [2.75780, -3.41226, -3.36459], [3.63866, -2.21844, -3.75909], [3.94241, -2.12004, -5.26031], [3.89750, -0.65299, -5.69365], [2.44016, -0.21499, -5.77299], [2.20093, 1.29975, -5.80229], [1.10152, 1.66836, -4.81187], [-0.27879, 1.06609, -5.13783], [-0.63771, -0.16340, -4.27898], [-1.40049, 0.04495, -2.95087], [-2.91548, -0.09117, -3.09644], [-3.62618, 1.08227, -3.77387], [-4.98857, 1.18388, -3.41391], [-5.84844, 0.19937, -3.92974], [-6.42325, -0.65075, -2.81792], [-5.51228, -1.48062, -2.27752], [-6.88521, 0.08024, -1.81530], [-7.40547, -1.39983, -3.27885], [-0.88312, -1.00631, -1.91982], [-0.11259, -0.33246, -0.87979], [0.50730, -1.14496, 0.18296], [-0.48828, -1.46994, 1.28711], [-1.04892, -0.27442, 2.05499], [0.02007, 0.42696, 2.87740], [-0.39703, 1.65323, 3.56948], [-1.05466, 2.65613, 2.81160], [-0.54404, 3.77406, 2.45882], [-2.44071, 2.36749, 2.56071], [-0.08172, 0.96969, -0.96520], [0.54143, 1.77145, -0.11237], [-0.96036, 1.68974, -2.22111], [2.87614, -0.71159, 2.64776], [2.10346, 0.27717, 1.39720], [1.15621, -0.33001, 2.75244], [0.56221, -1.84704, 1.00832], [1.81584, -2.72167, 1.87899], [2.45311, -0.99275, -0.52055], [3.47287, -2.24306, 0.18840], [1.17398, -2.45718, -1.69620], [1.22148, -3.70920, -0.44329], [2.64217, -4.86291, -1.78483], [3.86118, -3.61905, -1.52241], [3.02847, -4.26630, -3.99458], [1.71152, -3.17275, -3.58824], [3.10972, -1.29544, -3.48669], [4.55598, -2.25399, -3.16558], [4.88750, -2.59942, -5.52023], [3.14455, -2.65210, -5.79536], [4.41625, -0.49711, -6.64318], [4.38660, -0.04895, -4.92005], [1.95876, -0.71760, -6.61658], [1.98033, -0.58572, -4.84841], [1.98669, 1.67051, -6.80853], [3.11566, 1.80597, -5.47434], [1.02507, 2.75461, -4.70432], [1.44104, 1.29414, -3.83647], [-0.28011, 0.72740, -6.17802], [-1.05003, 1.84162, -5.08905], [-1.25111, -0.82720, -4.89587], [0.28313, -0.70004, -4.05090], [-3.36974, -0.20347, -2.10714], [-3.09619, -1.01813, -3.65055], [-3.18652, 2.02373, -3.43429], [-3.52895, 1.04699, -4.86596], [-6.69496, 0.67164, -4.43626], [-5.35929, -0.47156, -4.64264], [-1.68007, -1.58688, -1.44703], [-0.23488, -1.74366, -2.40015], [0.84127, -2.06989, -0.29923], [1.40535, -0.64052, 0.54727], [-1.33402, -1.98470, 0.81739], [-0.02937, -2.18277, 1.97738], [-1.55278, 0.40021, 1.35603], [-1.82089, -0.64908, 2.73099], [0.92873, 0.60783, 2.28420], [0.31659, -0.27976, 3.66011], [0.45448, 2.09694, 3.90563], [0.43598, 3.84231, 2.73139], [-2.58406, 2.26255, 1.55977], [-2.95520, 3.21136, 2.80065], [1.47066, 1.52562, 0.02149], [-4.63620, -3.55059, 5.03906], [-4.83518, -2.17161, 4.71179], [-3.69666, -1.38262, 4.34258], [-5.61560, -1.46497, 5.88854], [-5.08605, -1.60628, 7.23428], [-3.86437, -0.74968, 7.48310], [-6.08284, -2.00739, 3.48471], [-4.89146, -2.66264, 7.42087], [-5.91531, -1.29979, 7.86705], [-3.01433, -1.07720, 6.88729], [-3.59373, -0.81573, 8.53695], [-4.06869, 0.29167, 7.23577], [-6.94667, -2.59461, 3.78204], [-5.65980, -2.38990, 2.55842], [-6.33381, -0.95515, 3.38324], [3.36233, 2.16300, 3.61122], [4.53630, 2.97099, 3.42150], [5.75412, 2.56294, 4.04249], [4.18739, 4.46188, 3.79969], [3.61415, 4.71949, 5.11349], [4.63059, 4.63583, 6.22943], [4.82201, 3.23900, 1.70636], [2.78006, 4.03405, 5.26838], [3.21188, 5.72520, 5.02087], [5.00605, 3.62251, 6.35954], [4.16080, 4.95186, 7.16062], [5.47891, 5.28769, 6.02428], [3.89776, 3.56789, 1.23861], [5.15666, 2.28790, 1.29674], [5.60123, 3.98839, 1.59991]], "forces_ev_per_a": [[4.570, -4.213, 0.742], [11.304, -4.201, 3.895], [4.767, -1.485, 0.734], [1.424, -0.879, -1.113], [-0.189, 0.039, 0.143], [0.296, -0.012, -0.177], [-0.230, -0.138, 0.177], [-0.333, 0.057, 0.086], [0.015, -0.087, -0.095], [0.096, 0.118, 0.007], [0.196, 0.002, 0.190], [-0.021, 0.314, 0.078], [0.084, -0.140, -0.017], [-0.236, 0.283, -0.339], [0.251, -0.373, 0.025], [-0.250, 0.166, 0.070], [0.125, 0.053, -0.163], [-0.010, -0.112, 0.045], [0.006, 0.083, -0.216], [0.442, 0.195, 0.145], [0.485, -0.302, 0.024], [-0.325, 0.502, 0.370], [-0.694, -0.513, -0.413], [-0.187, 0.236, -0.057], [-1.914, 2.490, -2.508], [-4.143, 4.512, -5.275], [-10.020, 2.613, 1.481], [-0.290, -0.017, 0.100], [-4.252, 3.798, 0.864], [-0.243, 0.919, -0.117], [0.146, 0.112, 0.054], [-0.397, -0.521, 0.304], [0.111, 0.115, -0.222], [-0.064, -1.014, 0.052], [0.170, 0.092, -0.150], [-0.370, 0.270, -0.317], [0.251, 0.008, -0.169], [0.750, 0.074, 0.204], [4.288, -3.810, -0.557], [6.593, -6.178, 4.277], [0.239, -0.572, 0.524], [0.846, -0.391, -0.277], [0.124, -0.160, -0.143], [0.486, -0.769, -0.257], [-0.079, -0.154, -0.021], [0.047, 0.079, 0.062], [-0.032, -0.136, -0.006], [-0.011, 0.035, 0.122], [0.010, -0.144, -0.246], [0.197, -0.068, 0.304], [0.064, 0.096, -0.123], [-0.035, 0.003, 0.098], [0.202, -0.042, -0.087], [-0.019, 0.072, 0.085], [0.182, 0.024, -0.200], [-0.071, -0.020, 0.092], [-0.043, -0.088, -0.379], [-0.071, -0.062, 0.063], [-0.037, 0.004, -0.114], [0.002, -0.068, -0.076], [-0.102, 0.103, 0.027], [0.023, 0.105, 0.024], [-0.047, -0.137, 0.100], [0.034, -0.153, 0.162], [-0.066, 0.043, -0.101], [0.097, 0.044, -0.055], [-0.068, -0.015, 0.140], [-0.087, -0.013, -0.067], [0.056, -0.035, 0.029], [0.076, 0.050, 0.064], [0.019, 0.038, 0.016], [-0.150, 0.258, 0.009], [-0.230, 0.239, -0.133], [-3.778, 2.237, -1.423], [-3.258, 3.244, -2.870], [-0.308, 0.044, 0.157], [-2.214, 0.014, 0.961], [0.200, -0.024, 0.106], [-0.065, 0.143, -0.019], [-3.414, 3.303, 0.384], [-0.618, 0.318, 0.735], [0.004, -0.274, 0.138], [0.012, -0.056, 0.002], [-0.010, 0.047, 0.032], [0.001, -0.056, 0.006], [-0.212, -0.142, 0.150], [0.059, -0.046, -0.035], [-0.126, -0.007, 0.120], [0.115, 0.015, -0.163], [0.044, 0.108, -0.069], [0.028, -0.088, 0.289], [0.006, 0.023, -0.147], [-0.003, -0.002, -0.036], [0.015, -0.008, -0.074], [-0.032, 0.019, -0.045], [-0.005, -0.026, 0.008], [-0.025, 0.005, 0.018], [-0.009, 0.008, 0.037], [-0.001, 0.001, 0.013], [0.001, -0.012, 0.004], [0.007, 0.006, 0.001], [-0.252, -0.142, -0.143], [0.103, 0.224, 0.062], [-0.011, -0.066, -0.006], [0.072, -0.031, -0.031], [-0.164, 0.089, 0.244], [0.097, -0.073, -0.102], [-0.044, -0.056, -0.034], [0.034, -0.050, -0.045], [0.026, 0.008, -0.058], [-0.024, -0.007, 0.000], [-0.016, 0.029, -0.004], [-0.018, 0.032, 0.024], [0.003, 0.031, 0.004], [0.010, -0.005, 0.005], [0.012, -0.001, 0.008]]}